Computed, not measured: a molecular structure, C21H36NO3PSn at a distorted geometry, with ωB97M-V/def2-TZVPD.

Results
Largest force on an atom   5.67 eV Å⁻¹
E_tot   -45067.01586 eV
Charge   +4
HOMO-LUMO gap   6.6858 eV

```
63
Properties=species:S:1:pos:R:3:forces:R:3
Sn -0.22256 0.37134 0.41549 -0.94 -1.52 -0.86
C -2.63903 -0.09751 -0.14038 -4.72 -0.31 1.05
O -3.75868 -0.23195 0.05880 3.74 0.38 -0.87
C -0.75689 2.66783 1.00554 -0.29 4.82 0.11
O -0.85783 3.80822 1.10079 0.31 -4.75 -0.26
C 2.17131 0.78787 0.64353 5.40 1.66 0.51
O 3.28275 1.07868 0.75200 -4.77 -1.33 -0.51
C -1.75576 1.18855 -3.09226 -1.01 0.25 1.19
P -0.31481 0.38156 -2.24830 0.96 -0.10 -2.64
H 0.24823 -1.37061 -3.70933 -0.09 0.17 0.28
H -2.59978 0.51928 -2.86960 0.15 0.07 -0.06
C 1.15653 1.10385 -3.11707 0.57 0.33 0.86
H 0.87211 1.03592 -4.17923 -0.19 -0.15 0.31
C -1.58900 1.26813 -4.61447 0.57 -0.23 -0.40
H -1.29903 0.31531 -5.07467 -0.08 0.20 0.06
H -0.86121 2.03738 -4.90659 -0.22 -0.18 0.10
H -2.55539 1.55766 -5.04887 0.12 -0.09 0.25
C -2.08798 2.56846 -2.52094 -0.11 0.36 -0.27
H -1.35909 3.32490 -2.83044 -0.26 -0.15 0.09
C 0.47365 -2.31501 -1.77870 0.18 0.20 -0.04
H -2.16630 2.59762 -1.42987 -0.09 -0.08 0.07
H -3.06285 2.86914 -2.92716 0.22 0.02 0.18
C -1.71520 -1.94049 -3.00194 -0.14 -0.01 -0.17
H -0.02401 -2.39329 -0.79919 -0.12 -0.03 -0.09
H 0.50277 -3.33210 -2.19109 0.01 0.26 0.16
H 1.51154 -2.00742 -1.60996 -0.11 0.00 -0.10
C -0.29954 -1.40484 -2.75033 -0.13 -0.48 0.59
H -1.66022 -3.03371 -3.09376 -0.09 0.29 0.02
H -2.13105 -1.55215 -3.94090 0.00 -0.13 0.33
H -2.40817 -1.69873 -2.18132 0.13 -0.24 -0.23
C 2.42621 0.28024 -2.90349 0.02 -0.12 -0.24
H 2.69792 0.20953 -1.84196 0.08 -0.02 -0.20
H 3.24735 0.77943 -3.43366 -0.12 -0.14 0.20
H 2.33868 -0.72602 -3.32472 0.13 0.15 0.17
C 1.38798 2.57907 -2.77111 -0.06 0.24 -0.28
H 1.53511 2.74287 -1.69448 0.06 -0.03 -0.06
H 0.57405 3.22922 -3.10924 0.26 -0.15 0.11
H 2.29886 2.91652 -3.28615 -0.23 -0.05 0.22
H -0.46908 -5.02654 -0.97821 -0.04 -0.07 0.30
H -0.43937 -5.06162 -0.22993 -0.01 -0.01 -0.24
C 2.41723 -0.51850 3.98566 0.22 -0.29 0.21
N 1.52694 0.55124 4.51174 -0.55 0.28 -0.27
C 2.27768 1.81717 4.76524 0.09 0.30 0.28
C 0.33359 0.83418 3.60078 0.18 -0.03 1.07
C -0.46306 -0.42764 3.39751 0.25 0.67 0.21
C -0.86403 -1.12916 4.54146 -0.07 -0.19 -0.42
C -1.51773 -2.35670 4.41829 0.11 0.14 -0.07
C -1.77934 -2.87040 3.14577 0.11 0.21 -0.24
C -1.40801 -2.14492 2.00388 -0.28 -0.20 -0.85
C -0.76260 -0.91411 2.12501 0.39 0.16 0.57
H 2.75893 -0.24266 2.98526 0.02 -0.02 0.28
H 1.87010 -1.46036 3.96311 0.14 0.05 -0.03
H 3.26965 -0.59516 4.66805 -0.10 -0.09 -0.25
H 1.13721 0.21518 5.40816 0.26 0.22 -0.29
H 2.66896 2.18347 3.81048 0.01 -0.07 0.22
H 1.58264 2.54373 5.19650 0.26 -0.06 -0.01
H 3.09843 1.60784 5.45894 -0.18 0.14 -0.16
H -0.24243 1.62776 4.10473 0.11 -0.26 -0.14
H 0.75291 1.27976 2.68383 0.02 -0.22 0.30
H -0.64309 -0.71599 5.53042 -0.27 -0.21 -0.23
H -1.80567 -2.91497 5.30884 0.01 0.13 -0.21
H -2.27364 -3.83898 3.02822 0.17 0.35 0.01
H -1.62685 -2.55733 1.01133 -0.01 -0.01 0.42
```
Forces are in eV/Å.

---

Computed, not measured: a molecular structure, C21H36P2SSn at a distorted geometry, with ωB97M-V/def2-TZVPD.

Results
Largest force on an atom   2.47 eV Å⁻¹
E_tot   -57586.92363 eV
Charge   +2
HOMO-LUMO gap (spin up / spin down)   5.3301 / 5.4476 eV

```
61
Properties=species:S:1:pos:R:3:forces:R:3
P 0.78738 -2.75759 -2.05294 -1.59 -0.54 -1.09
P -1.08751 -2.97691 1.56949 -0.11 -1.27 0.09
C 0.38943 -3.92148 -0.71087 0.07 -0.51 0.35
C -1.00847 -3.74079 -0.06747 -0.34 -0.03 -0.37
H 1.19300 -3.90710 0.03732 -0.15 0.01 -0.27
H 0.40765 -4.93633 -1.14690 0.21 0.44 -0.02
H -1.68196 -3.17757 -0.73287 0.10 -0.11 0.21
H -1.49231 -4.72140 0.06927 0.23 0.19 -0.04
C 0.06499 -3.88991 2.59068 0.14 -0.19 0.23
H 0.31228 -3.31805 3.49449 -0.05 -0.20 -0.17
H 0.98747 -4.13097 2.04644 -0.23 0.10 0.30
H -0.43791 -4.82627 2.87562 0.31 0.21 -0.01
C -2.74038 -3.26046 2.20148 -0.18 -0.22 0.02
H -2.75119 -4.25690 2.66897 -0.17 0.34 -0.14
H -3.46442 -3.22812 1.37228 0.17 0.03 0.36
H -2.99758 -2.49067 2.94314 0.05 -0.38 -0.16
C 2.52784 -2.77500 -2.46029 0.58 0.09 0.20
H 2.82686 -1.83172 -2.93667 -0.11 -0.20 0.10
H 2.72098 -3.59733 -3.16535 -0.17 0.23 0.19
H 3.15552 -2.94600 -1.57666 -0.16 0.17 -0.14
C -0.09360 -3.39974 -3.50077 0.14 -0.27 0.00
H -1.15734 -3.52948 -3.27659 0.28 -0.05 -0.02
H 0.32017 -4.37167 -3.78395 0.00 0.14 -0.05
H 0.00156 -2.69780 -4.33886 0.05 -0.17 0.15
Sn 2.05412 2.45162 0.99516 -1.09 1.39 -0.14
C -1.96978 -0.56277 1.18283 -0.97 0.30 1.08
C -0.73943 -1.25000 1.54049 1.84 0.66 0.04
C 0.62714 -0.96669 0.78373 -0.15 -0.11 0.73
C 0.65183 -0.36639 -0.62401 -0.08 -0.07 -0.49
C -0.04690 -1.13326 -1.82971 1.94 1.21 0.93
C -1.50096 -1.22383 -1.98456 -0.20 -0.38 -0.92
C -2.55120 -0.49327 -1.27968 -0.68 0.55 1.03
C -2.21819 0.29098 0.04723 -0.97 1.01 -1.66
C 1.44298 3.59235 -0.80601 0.79 -0.68 -0.04
H -2.76133 -0.60722 1.94890 0.48 0.05 -0.50
H -0.53552 -1.02141 2.60550 -0.01 -0.14 -0.14
H 1.23751 -1.89157 0.78211 -0.25 0.35 0.10
H 1.19913 -0.27811 1.44387 -0.31 -0.36 -0.49
H 0.33752 0.69017 -0.60266 0.01 -0.52 -0.20
H 1.72754 -0.32993 -0.87998 -0.35 0.06 -0.01
H 0.31463 -0.56660 -2.71493 0.14 -0.27 0.06
H -1.83175 -1.66121 -2.94178 0.16 0.28 0.62
H -3.30859 -1.25411 -1.01149 -0.17 0.36 -0.12
H -3.06320 0.20774 -1.97058 0.22 -0.32 0.21
H -1.44929 1.05444 -0.15316 -0.23 -0.29 0.20
H -3.13367 0.87031 0.27497 0.45 -0.23 -0.19
H 0.35870 3.51071 -0.92103 0.19 0.03 0.06
H 1.95993 3.13931 -1.65912 -0.10 0.42 -0.15
H 1.72918 4.64019 -0.66713 -0.05 -0.23 -0.24
S 0.06163 3.70673 1.95252 -0.08 -1.41 1.00
C 0.69803 5.30127 1.71682 0.31 1.18 -0.44
C -0.12234 6.29663 1.13197 0.52 -0.32 0.10
C 0.44051 7.50456 0.72730 0.17 -0.14 0.32
C 1.80322 7.75817 0.96160 -0.12 -0.14 -0.09
C 2.58864 6.81049 1.62212 0.36 0.36 -0.07
C 2.04326 5.59682 2.02586 -0.60 -0.26 -0.52
H -1.18231 6.07813 0.98532 0.36 0.10 -0.12
H -0.18427 8.24519 0.22485 0.23 -0.17 0.20
H 2.24717 8.69658 0.61983 -0.15 -0.34 0.18
H 3.65244 7.01354 1.81335 -0.59 -0.04 -0.07
H 2.64116 4.83969 2.54053 -0.06 0.30 0.02
```
Forces are in eV/Å.

---

Computed, not measured: a molecular structure, C21H36P2SrTe at a distorted geometry, with ωB97M-V/def2-TZVPD.

Results
Largest force on an atom   13.41 eV Å⁻¹
E_tot   -49057.65404 eV
HOMO-LUMO gap   5.7193 eV

```
61
Properties=species:S:1:pos:R:3:forces:R:3
P 0.23782 -1.55170 0.54236 0.74 -6.90 -7.40
P -0.04988 1.53030 0.64406 -0.25 7.90 -7.56
C -0.13048 -0.67260 -1.05674 0.07 -0.18 -0.15
C 0.40742 0.76600 -0.99084 -0.05 0.15 -0.10
H -1.22228 -0.66160 -1.16074 0.07 -0.01 -0.03
H 0.27752 -1.21710 -1.91654 -0.15 0.08 0.03
H 1.50332 0.76020 -1.03574 -0.07 0.01 -0.02
H 0.04612 1.37110 -1.83084 0.10 -0.12 0.01
C -1.69678 2.27920 0.31076 -0.02 0.05 -0.19
H -1.96758 2.91700 1.15716 0.04 -0.13 -0.05
H -2.44528 1.48560 0.23556 -0.04 0.13 -0.04
H -1.69818 2.87380 -0.60954 -0.03 -0.07 0.07
C 1.03092 3.01150 0.73066 -0.06 0.22 -0.33
H 0.98922 3.60590 -0.18854 0.08 -0.01 0.08
H 2.06012 2.69190 0.91516 -0.07 0.10 -0.02
H 0.71032 3.62770 1.57566 0.05 -0.14 -0.05
C -0.83718 -3.03730 0.45986 -0.03 -0.04 -0.46
H -0.60458 -3.75810 1.25126 0.00 0.31 -0.08
H -0.71488 -3.51240 -0.51724 -0.08 -0.13 0.06
H -1.87938 -2.71910 0.55436 0.08 -0.11 0.08
C 1.90552 -2.27150 0.25106 0.02 0.02 -0.07
H 2.65372 -1.47490 0.28696 0.04 -0.11 -0.08
H 1.96602 -2.78900 -0.71294 0.00 0.09 0.12
H 2.12692 -2.97640 1.05756 -0.04 0.10 -0.07
Sr 0.04282 -0.07000 2.24906 -0.78 3.78 12.84
C 0.61862 1.69460 -5.02974 -0.36 -0.02 0.13
C -0.69618 1.73620 -4.78344 0.39 -0.02 -0.03
C -1.81968 0.91510 -5.35984 -0.02 -0.13 -0.12
C -1.44268 -0.40580 -6.06644 -0.01 0.16 0.01
C -0.72078 -1.37550 -5.16194 0.35 0.01 0.15
C 0.58332 -1.43570 -4.86724 -0.39 0.03 -0.06
C 1.72762 -0.57870 -5.34154 0.02 0.14 -0.11
C 1.37712 0.78840 -5.96944 0.02 -0.16 0.00
C 0.08242 -1.56030 3.75296 0.34 -4.46 3.13
H 1.24052 2.38490 -4.45954 -0.09 -0.05 -0.07
H -1.02788 2.47400 -4.05164 0.05 -0.05 -0.10
H -2.39668 1.53940 -6.06014 0.11 -0.10 0.13
H -2.51378 0.68290 -4.53984 0.09 0.03 -0.10
H -2.37398 -0.87490 -6.40504 0.14 0.06 0.05
H -0.86628 -0.19600 -6.96934 -0.12 -0.07 0.13
H -1.36388 -2.10250 -4.66564 0.09 0.06 -0.06
H 0.88662 -2.22220 -4.17504 -0.05 0.04 -0.10
H 2.33212 -1.15420 -6.06014 -0.11 0.09 0.13
H 2.38892 -0.40480 -4.48104 -0.07 -0.02 -0.10
H 2.32062 1.27850 -6.23744 -0.15 -0.07 0.03
H 0.83742 0.64230 -6.90694 0.12 0.06 0.14
H 0.74602 -1.25510 4.56956 -0.02 -0.12 0.11
H 0.39992 -2.55250 3.40696 0.01 -0.47 0.49
H -0.93218 -1.65650 4.16356 0.01 -0.10 0.13
Te -0.65158 2.19380 4.64426 -0.02 0.22 -0.42
C -0.35298 1.00330 6.37136 0.03 -0.04 -0.17
C -1.43638 0.71780 7.21026 0.46 -0.31 0.35
C -1.24618 -0.04930 8.36406 0.51 0.12 -0.35
C 0.02772 -0.53350 8.67956 -0.07 0.22 -0.32
C 1.11102 -0.24860 7.84216 -0.54 0.21 -0.10
C 0.92222 0.52200 6.69026 -0.38 -0.28 0.58
H -2.42268 1.09460 6.97236 0.03 0.01 -0.05
H -2.08418 -0.26560 9.01406 -0.02 -0.01 0.01
H 0.17412 -1.12640 9.57306 0.01 -0.02 0.01
H 2.09672 -0.62280 8.08786 0.02 -0.01 0.00
H 1.76362 0.74430 6.04706 -0.02 0.03 -0.02
```
Forces are in eV/Å.